Entry from the Open Molecules 2025 dataset: one molecule with the formula H8Si4 at a distorted geometry (ωB97M-V with the def2-TZVPD basis set).

Results
- structure (SMILES) = [SiH2]=[SiH][SiH2][SiH3]
- net charge = 0
- orbital gap (eV) = 6.650
- 2S+1 = 1

Last column: natural (NBO) charge in e.
Element x y z (Å)
1 Si 2.50035 -0.50387 0.82104  0.47
2 Si 1.58943 0.53327 -1.09198  -0.03
3 Si -0.75420 0.38276 -1.32809  0.18
4 Si -1.89486 -0.03118 0.60942  0.41
5 H 3.80771 -0.44415 1.76281  -0.12
6 H 2.38875 -1.98616 1.05946  -0.18
7 H 1.93128 1.95829 -0.60083  -0.12
8 H -1.50078 1.33297 -2.01171  -0.12
9 H -1.30563 -0.88181 -2.18553  -0.10
10 H -1.35138 0.50985 1.91117  -0.12
11 H -2.19972 -1.44355 0.46386  -0.13
12 H -3.21095 0.57360 0.59037  -0.14

Forces on atoms 1 to 6 (eV/Å):
Si 0.3969 -0.5207 0.2494
Si 1.2315 0.3417 1.4653
Si 0.0288 -2.9685 -0.1107
Si -0.0712 0.5861 0.7705
H -1.1418 0.6966 -1.3139
H -0.4184 0.2338 -0.3725

***

Entry from the Open Molecules 2025 dataset: a 2-piece molecular cluster, C6H6F3NO4S overall at a distorted geometry (ωB97M-V with the def2-TZVPD basis set).

Results
- net charge = 0
- orbital gap (alpha / beta) (eV) = 7.563 / 7.476
- 2S+1 = 1

Last column: natural (NBO) charge in e.
Element x y z (Å)
1 C -1.61127 2.44325 0.63028  1.03
2 C 1.06660 0.66832 0.05265  0.88
3 C -2.61856 -1.43157 -1.66509  -0.71
4 C -0.35600 -1.30582 -0.13322  -0.28
5 C 2.63620 2.37787 0.45664  -0.26
6 C -0.30775 -2.72794 0.20126  0.95
7 N 0.79533 -0.64315 0.38741  -0.62
8 O -0.97008 3.36023 0.35001  -0.52
9 O 0.43792 1.27887 -0.79576  -0.66
10 O -2.29104 1.56638 0.88362  -0.51
11 O 2.07763 1.07580 0.78831  -0.52
12 F -1.50791 -3.39243 0.22914  -0.33
13 F 0.37341 -3.43828 -0.71167  -0.32
14 F 0.29723 -2.95695 1.40938  -0.33
15 S -1.31644 -0.42002 -1.22027  0.68
16 H -2.64327 -2.58446 -1.48330  0.24
17 H -3.43510 -0.94660 -2.12977  0.22
18 H 1.76881 3.02845 0.87151  0.20
19 H 2.86551 2.46235 -0.56938  0.21
20 H 3.40604 2.48825 1.23252  0.21
21 H 1.33276 -0.90256 1.21573  0.44

Forces on atoms 1 to 6 (eV/Å):
C 0.7404 1.6255 -0.6668
C -0.8909 -1.6021 -0.4394
C 1.8056 -2.1019 1.0546
C 0.5706 1.4038 0.5620
C -2.9302 0.4646 3.9325
C -1.0566 -1.7985 -0.0192

***

The evaluated energy for the records listed, in turn: -31635.4093 -34985.1416 eV.
The evaluated energy above the lowest of the compared OMol25 structures with the same formula, charge and spin for the records listed, in turn: 70.6 48.7 kJ/mol.